Entry 1:
{"formula": "C24H20F5MnN6O9S", "method": "the ωB97M-V functional and the def2-TZVPD basis", "multiplicity": 4, "homo_lumo_gap_ev": [7.239, 7.369], "e_homo_ev": [-11.18, -11.27], "e_lumo_ha": [-0.1447, -0.1435], "total_charge": 1, "symbols": ["Mn", "C", "N", "C", "N", "O", "H", "H", "H", "H", "H", "H", "N", "C", "S", "N", "C", "C", "C", "C", "C", "C", "H", "H", "H", "H", "H", "H", "H", "H", "F", "C", "C", "F", "C", "F", "C", "O", "C", "F", "C", "F", "C", "C", "O", "H", "H", "H", "O", "C", "O", "C", "C", "C", "C", "C", "C", "N", "O", "O", "N", "O", "O", "H", "H", "H"], "positions_angstrom": [[0.18539, -0.28037, -0.25242], [-0.67341, 5.15313, -0.18678], [0.04965, 3.89512, -0.28700], [-0.38270, 2.72425, 0.18575], [-1.59132, 2.66548, 0.77035], [0.34901, 1.70246, 0.10447], [-0.09735, 5.92092, -0.69344], [-0.81049, 5.45774, 0.85227], [-1.64572, 5.09158, -0.67971], [0.98114, 3.88386, -0.66223], [-2.22612, 3.44404, 0.75574], [-1.94539, 1.74856, 1.00931], [-0.29235, -0.23807, 3.33421], [-1.50752, -0.62705, 2.95954], [-1.88112, -0.72830, 1.29156], [-2.37791, -0.86762, 3.94598], [-3.75842, -1.24333, 3.96547], [-4.45234, -0.88483, 5.11660], [-5.78540, -1.22419, 5.26415], [-6.44074, -1.92085, 4.25887], [-5.74188, -2.28384, 3.11847], [-4.40022, -1.95595, 2.96330], [0.42178, -0.11811, 2.62730], [0.00206, -0.22479, 4.29769], [-2.02866, -0.65893, 4.86746], [-3.94632, -0.33569, 5.90575], [-6.31185, -0.94116, 6.16624], [-7.48470, -2.18597, 4.36943], [-6.23677, -2.84496, 2.33617], [-3.86871, -2.27394, 2.08010], [6.44473, -2.60324, 2.38465], [5.25081, -2.15168, 2.02322], [4.50235, -1.38082, 2.88669], [4.97232, -1.07858, 4.09301], [3.26274, -0.91846, 2.50048], [2.57241, -0.15577, 3.36837], [2.70542, -1.19981, 1.25906], [1.49057, -0.71842, 0.95330], [3.49169, -1.97108, 0.40819], [3.04559, -2.27223, -0.81549], [4.73621, -2.44337, 0.77823], [5.43781, -3.18187, -0.07361], [0.17112, -3.37888, -0.80005], [-0.06611, -2.00692, -1.33992], [0.82639, -1.19983, -1.77191], [0.92637, -3.87220, -1.41291], [-0.75391, -3.95023, -0.81549], [0.54278, -3.32255, 0.22039], [-1.35822, -1.92435, -2.03216], [-1.84546, -0.71490, -2.08246], [-1.36769, 0.19938, -1.39727], [-3.00243, -0.49808, -2.95660], [-3.70086, 0.69554, -2.83103], [-4.78837, 0.90584, -3.64493], [-5.19855, -0.01539, -4.58474], [-4.47493, -1.18356, -4.68699], [-3.38002, -1.45193, -3.89459], [-4.90212, -2.19001, -5.69270], [-5.82767, -1.87740, -6.41100], [-4.19974, -3.17149, -5.82135], [-5.54858, 2.17292, -3.50871], [-5.13233, 2.98368, -2.70352], [-6.50061, 2.32352, -4.24208], [-3.40988, 1.44291, -2.10734], [-6.05386, 0.16935, -5.21805], [-2.84739, -2.38509, -4.00680]], "forces_ev_per_a": [[0.140, 0.271, 0.455], [0.010, -0.042, 0.001], [-0.033, 0.099, 0.027], [-0.260, -0.094, 0.081], [-0.026, 0.000, -0.100], [0.197, -0.127, -0.066], [0.009, 0.003, 0.004], [0.010, -0.020, 0.001], [0.022, -0.018, -0.010], [0.078, -0.006, -0.041], [0.023, 0.003, 0.017], [0.007, -0.003, 0.040], [0.157, 0.043, -0.125], [0.020, 0.063, 0.048], [0.026, -0.094, -0.042], [-0.156, -0.119, -0.140], [0.015, 0.107, -0.024], [0.006, 0.065, 0.080], [-0.027, 0.003, 0.011], [-0.001, -0.008, -0.018], [0.022, 0.001, -0.003], [0.068, -0.080, -0.047], [0.088, -0.069, 0.000], [-0.020, -0.016, 0.001], [0.038, -0.017, 0.133], [-0.031, -0.027, -0.057], [0.016, -0.003, -0.020], [0.057, 0.009, -0.010], [0.008, 0.016, 0.016], [0.004, 0.023, 0.025], [0.045, -0.021, 0.014], [0.157, -0.066, 0.034], [0.007, 0.080, 0.194], [0.011, 0.008, 0.027], [-0.133, 0.162, 0.212], [-0.068, 0.020, 0.004], [-0.237, 0.189, -0.417], [-0.046, -0.071, 0.302], [-0.146, -0.057, -0.214], [0.022, -0.051, 0.011], [0.035, -0.063, -0.105], [0.018, -0.026, -0.043], [-0.023, -0.033, -0.129], [0.104, 0.325, -0.032], [-0.313, -0.418, 0.019], [-0.024, -0.020, -0.001], [0.028, 0.012, 0.043], [0.027, 0.013, 0.019], [0.178, -0.034, -0.085], [0.042, -0.089, -0.014], [-0.059, 0.163, -0.019], [0.020, 0.006, -0.092], [0.021, 0.112, 0.128], [-0.111, 0.139, 0.085], [-0.196, 0.038, -0.109], [-0.172, -0.268, 0.136], [-0.022, -0.151, 0.062], [0.650, 0.485, -0.946], [-0.069, -0.277, 0.415], [-0.339, -0.003, 0.361], [0.080, 0.256, -0.303], [-0.116, -0.231, -0.044], [0.162, -0.074, 0.274], [0.003, -0.008, -0.013], [-0.010, -0.003, 0.005], [0.006, 0.000, -0.017]]}

---

Entry 2:
{"formula": "C24H20HfN6O2S3", "method": "the ωB97M-V functional and the def2-TZVPD basis", "homo_lumo_gap_ev": 5.590, "e_homo_ev": -12.47, "e_above_lowest_kj_mol": 97.9, "e_lumo_ha": -0.2528, "total_charge": 2, "symbols": ["Hf", "O", "C", "N", "C", "C", "C", "C", "C", "C", "N", "C", "O", "C", "C", "C", "C", "C", "N", "C", "C", "C", "C", "C", "N", "H", "H", "H", "H", "H", "H", "H", "H", "H", "H", "H", "H", "S", "C", "N", "C", "C", "S", "H", "H", "H", "H", "H", "S", "C", "C", "N", "C", "H", "H", "H"], "positions_angstrom": [[0.25795, 0.15327, 0.45215], [-0.34710, 2.31648, 3.97039], [-0.46620, 1.47816, 3.10262], [-0.36962, 1.73550, 1.71562], [-0.35913, 2.99976, 1.14012], [-0.56181, 4.27361, 1.78438], [-0.65001, 5.43920, 1.04305], [-0.43379, 5.37986, -0.34018], [-0.29976, 4.19470, -0.99550], [-0.21633, 3.00221, -0.30209], [-0.17661, 1.75366, -0.92066], [-1.08754, 1.50659, -1.96356], [-1.61525, 2.33706, -2.71642], [-1.40049, 0.09854, -2.15679], [-2.00444, -0.35915, -3.29307], [-2.19369, -1.75066, -3.47354], [-1.90021, -2.59808, -2.39649], [-1.30042, -2.10483, -1.23122], [-1.04609, -0.76642, -1.12711], [-0.69100, 0.07224, 3.35878], [-0.96257, -0.46132, 4.59241], [-1.65718, -1.64700, 4.66512], [-2.17510, -2.20596, 3.51730], [-1.84717, -1.61894, 2.29400], [-0.92742, -0.68249, 2.19839], [-0.44330, 4.30845, 2.84464], [-0.84352, 6.40275, 1.52550], [-0.28230, 6.29731, -0.86798], [-0.35284, 4.11956, -2.08461], [-2.31269, 0.40431, -4.01464], [-2.69068, -2.12719, -4.39110], [-2.10547, -3.65605, -2.37656], [-1.00825, -2.79113, -0.44208], [-0.61358, 0.16598, 5.41619], [-1.70427, -2.17039, 5.61571], [-2.87542, -3.00940, 3.50584], [-2.29237, -1.98612, 1.36703], [2.09684, -0.48892, -1.35271], [1.81598, -1.82122, -2.38099], [1.46716, -1.66148, -3.69459], [1.58648, -2.83766, -4.52395], [1.90323, -3.98223, -3.57685], [2.00252, -3.44207, -1.87193], [1.51675, -0.74579, -4.17967], [2.32250, -2.71580, -5.38569], [0.67397, -3.10435, -5.11492], [2.93079, -4.24275, -3.80821], [1.26625, -4.87337, -3.67453], [3.22348, -1.12343, 3.35155], [3.35998, 0.58260, 3.43653], [2.65759, 1.19408, 2.45331], [2.04318, 0.25803, 1.58518], [2.46888, -0.99188, 1.84588], [3.89063, 1.03593, 4.26097], [2.52092, 2.29471, 2.41679], [2.20852, -1.83845, 1.19819]], "forces_ev_per_a": [[-2.106, 1.876, -1.116], [-0.258, -0.607, 0.155], [1.594, 2.717, -1.779], [0.105, -1.111, 0.974], [0.167, 2.545, -1.397], [0.768, -1.566, -0.570], [0.422, -0.170, -0.508], [-0.196, 0.972, 1.143], [0.159, -0.974, -1.091], [-0.874, 0.979, 2.113], [-1.399, -1.841, -0.108], [0.390, 3.011, -0.430], [0.914, -1.502, 1.427], [0.343, -2.626, 1.428], [-0.285, -0.738, -0.889], [-0.722, 0.492, 0.518], [0.408, 0.121, 0.301], [-0.414, 1.687, -1.608], [-0.441, -0.855, -0.681], [-0.795, -2.597, -1.038], [0.800, 1.607, -0.309], [0.409, -1.390, 0.646], [-0.320, 0.919, -0.360], [0.227, -1.466, -0.023], [-0.609, 1.665, 0.794], [-0.624, 0.044, 0.516], [0.314, -0.446, -0.101], [-0.479, 0.411, -0.416], [0.486, 0.361, 0.427], [0.167, -0.462, 0.096], [0.513, 0.222, 0.745], [-0.115, -0.152, -0.489], [-0.034, 0.296, 0.111], [-0.482, -0.441, 0.132], [-0.493, 0.180, -0.053], [-0.232, -0.510, 0.249], [0.339, -0.136, 0.207], [0.518, -0.385, -0.380], [-0.861, 1.253, -1.500], [1.011, 0.476, 1.089], [-0.842, -0.694, -2.001], [1.095, -1.460, -0.785], [-0.338, 0.723, -0.128], [-0.119, -0.637, 1.022], [-0.346, -0.001, 1.554], [0.162, 0.693, 0.836], [0.024, -0.699, 0.034], [0.193, 0.474, -0.021], [0.845, -0.050, -0.759], [-0.368, -0.013, 0.326], [-0.584, -0.345, 0.144], [3.123, 0.131, 0.829], [-1.067, 0.703, 0.807], [-0.059, 0.067, -0.073], [-0.168, -1.042, -0.459], [0.134, 0.294, 0.448]]}